(1)
The molecule C8H4BrClO3, computed with wB97M-V/def2-TZVPD.

E (a.u.): -3567.0801
Lowest unoccupied orbital energy (spin up / spin down) (eV): -1.99 / -1.99
HOMO level (spin up / spin down) (Ha): -0.3110 / -0.3111
Orbital gap (spin up / spin down) (eV): 6.47 / 6.48
Energy relative to the best compared isomer or geometry (same formula, charge and spin) (kcal per mole): 0.0

Each atom is followed by the atoms it is bonded to, with distances in Å.
Geometry (Å):
1 Br 4.17 -0.23 -0.18  C10 1.877
2 Cl 0.35 -2.95 -0.38  C6 1.757
3 O 2.57 -2.13 0.95  C10 1.302, H17 0.975
4 O 3.00 2.21 1.06  C8 1.205
5 O 2.33 2.23 -1.13  C8 1.236
6 C 0.07 -1.24 -0.10  Cl2 1.757, C11 1.354, C13 1.443
7 C -0.17 1.53 -0.15  C9 1.383, C12 1.424, H14 1.110
8 C 2.35 1.97 0.08  O4 1.205, O5 1.236, C12 1.590
9 C -1.28 0.70 -0.15  C7 1.383, C11 1.410, H15 1.098
10 C 2.53 -1.01 0.29  Br1 1.877, O3 1.302, C13 1.445
11 C -1.17 -0.71 -0.22  C6 1.354, C9 1.410, H16 1.074
12 C 1.12 0.97 0.06  C7 1.424, C8 1.590, C13 1.389
13 C 1.25 -0.41 0.00  C6 1.443, C10 1.445, C12 1.389
14 H -0.16 2.64 -0.18  C7 1.110
15 H -2.34 0.96 -0.10  C9 1.098
16 H -1.94 -1.45 -0.30  C11 1.074
17 H 3.51 -2.32 1.15  O3 0.975

=====

(2)
A cluster of 4 separate species, C34H41F3NO7 in total, computed with wB97M-V/def2-TZVPD.

E (a.u.): -2201.0569
Lowest unoccupied orbital energy (spin up / spin down) (eV): -1.58 / -1.58
HOMO level (spin up / spin down) (Ha): -0.3027 / -0.3546
Multiplicity: 2
Orbital gap (spin up / spin down) (eV): 6.66 / 8.07

Each atom is followed by the atoms it is bonded to, with distances in Å.
Geometry (Å):
1 F -0.82 0.52 -0.11  C34 1.364
2 F -2.00 2.07 0.89  C34 1.369
3 F -0.87 0.62 2.08  C34 1.365
4 O -3.25 5.13 -7.58  C15 1.211
5 O 3.69 3.70 -0.91  C44 1.214
6 O 1.06 5.63 -4.55  C31 1.214
7 O -5.32 -2.42 1.97  N11 1.277
8 O 6.98 0.67 -2.38  C32 1.212
9 O 9.63 4.96 -0.76  C45 1.211
10 O 0.82 1.34 -4.68  C17 1.216
11 N -4.55 -3.11 2.72  O7 1.277, C12 1.481, C24 1.479
12 C -3.84 -2.37 3.78  N11 1.481, C23 1.538, C36 1.538, C40 1.555
13 C 6.89 2.79 -1.36  C25 1.330, C32 1.483, H83 1.081
14 C -2.38 -3.90 1.75  C24 1.551, C43 1.548, H74 1.086, H78 1.090
15 C -2.26 5.25 -6.89  O4 1.211, C22 1.486, C28 1.484
16 C 3.28 3.42 -3.21  C29 1.329, C44 1.482, H49 1.082
17 C 1.48 1.88 -3.82  O10 1.216, C26 1.483, C29 1.482
18 C -2.86 -0.13 0.97  C34 1.506, C41 1.528, H60 1.084, H70 1.089
19 C 9.06 1.76 -2.18  C21 1.330, C32 1.485, H86 1.083
20 C -0.54 6.69 -5.91  C22 1.330, C31 1.484, H63 1.083
21 C 9.72 2.84 -1.78  C19 1.330, C45 1.486, H47 1.083
22 C -1.62 6.57 -6.67  C15 1.486, C20 1.330, H55 1.083
23 C -3.73 -3.24 5.04  C12 1.538, H48 1.088, H67 1.087, H77 1.085
24 C -3.85 -4.24 2.08  N11 1.479, C14 1.551, C33 1.539, C37 1.547
25 C 7.55 3.87 -0.95  C13 1.330, C45 1.484, H82 1.083
26 C 1.22 1.62 -2.38  C17 1.483, C27 1.329, H73 1.081
27 C 1.94 2.21 -1.43  C26 1.329, C44 1.484, H81 1.083
28 C -1.65 4.07 -6.22  C15 1.484, C39 1.330, H61 1.083
29 C 2.56 2.83 -4.16  C16 1.329, C17 1.482, H50 1.082
30 C 1.95 -2.22 2.56  C42 1.530, H54 1.088, H75 1.090, H84 1.087
31 C 0.07 5.52 -5.24  O6 1.214, C20 1.484, C39 1.484
32 C 7.59 1.65 -2.01  O8 1.212, C13 1.483, C19 1.485
33 C -4.60 -4.61 0.78  C24 1.539, H72 1.084, H80 1.089, H85 1.085
34 C -1.64 0.75 0.96  F1 1.364, F2 1.369, F3 1.365, C18 1.506
35 C -0.43 -2.36 1.75  C42 1.528, C43 1.552, H51 1.087, H53 1.095
36 C -4.68 -1.14 4.15  C12 1.538, H64 1.083, H68 1.090, H79 1.083
37 C -3.91 -5.49 2.99  C24 1.547, H46 1.083, H52 1.088, H66 1.086
38 C 0.43 -3.82 3.70  C42 1.528, H62 1.089, H71 1.090, H76 1.086
39 C -0.57 4.20 -5.46  C28 1.330, C31 1.484, H56 1.080
40 C -2.40 -1.95 3.34  C12 1.555, C43 1.526, H59 1.086, H65 1.089
41 C -2.62 -1.63 0.79  C18 1.528, C43 1.552, H57 1.092, H69 1.083
42 C 0.49 -2.48 2.97  C30 1.530, C35 1.528, C38 1.528, H58 1.093
43 C -1.96 -2.42 1.95  C14 1.548, C35 1.552, C40 1.526, C41 1.552
44 C 3.03 3.16 -1.78  O5 1.214, C16 1.482, C27 1.484
45 C 9.02 3.98 -1.13  O9 1.211, C21 1.486, C25 1.484
46 H -3.78 -6.39 2.40  C37 1.083
47 H 10.79 2.94 -1.90  C21 1.083
48 H -3.04 -4.06 4.88  C23 1.088
49 H 4.07 4.12 -3.44  C16 1.082
50 H 2.73 3.01 -5.22  C29 1.082
51 H -0.13 -1.45 1.23  C35 1.087
52 H -4.87 -5.52 3.50  C37 1.088
53 H -0.17 -3.17 1.06  C35 1.095
54 H 2.36 -3.08 2.03  C30 1.088
55 H -2.08 7.41 -7.17  C22 1.083
56 H -0.11 3.35 -4.96  C39 1.080
57 H -1.95 -1.74 -0.07  C41 1.092
58 H 0.24 -1.69 3.68  C42 1.093
59 H -1.72 -2.32 4.10  C40 1.086
60 H -3.41 0.12 1.87  C18 1.084
61 H -2.14 3.12 -6.38  C28 1.083
62 H 1.06 -3.77 4.60  C38 1.089
63 H -0.05 7.65 -5.74  C20 1.083
64 H -4.52 -0.30 3.48  C36 1.083
65 H -2.35 -0.87 3.43  C40 1.089
66 H -3.12 -5.49 3.74  C37 1.086
67 H -3.29 -2.63 5.83  C23 1.087
68 H -4.36 -0.81 5.14  C36 1.090
69 H -3.57 -2.06 0.50  C41 1.083
70 H -3.47 0.21 0.14  C18 1.089
71 H 0.83 -4.61 3.07  C38 1.090
72 H -4.40 -3.91 -0.02  C33 1.084
73 H 0.42 0.92 -2.15  C26 1.081
74 H -1.72 -4.55 2.32  C14 1.086
75 H 2.54 -2.09 3.46  C30 1.090
76 H -0.57 -4.09 4.03  C38 1.086
77 H -4.70 -3.62 5.35  C23 1.085
78 H -2.20 -4.13 0.70  C14 1.090
79 H -5.73 -1.39 4.22  C36 1.083
80 H -4.24 -5.58 0.46  C33 1.089
81 H 1.77 2.03 -0.38  C27 1.083
82 H 7.06 4.71 -0.48  C25 1.083
83 H 5.82 2.69 -1.23  C13 1.081
84 H 2.05 -1.32 1.97  C30 1.087
85 H -5.67 -4.70 0.96  C33 1.085
86 H 9.54 0.92 -2.66  C19 1.083

=====

Question: Which formula does entry 2 have?
Answer: C34H41F3NO7

=====

Question: What is the E in the first record?
Answer: -3567.0801 a.u.